The following is a DFT calculation (ωB97M-V/def2-TZVPD) of C33H29N4O6SbW as an isolated structure in a non-equilibrium geometry.

Structure (XYZ):
```
74
Properties=species:S:1:pos:R:3:forces:R:3
W 0.0036 0.1189 -0.0026 0.3859 1.6287 -1.0503
C -2.9101 0.6159 -1.9980 0.1428 0.4519 -0.0170
C -3.0995 -0.5084 -1.0253 0.3007 0.2153 -0.1479
C -4.3897 -1.0419 -0.9881 0.3257 -0.1446 0.2205
C -4.7228 -2.0411 -0.0979 0.2312 0.0989 -0.0295
C -3.7054 -2.5183 0.7219 0.2738 0.1595 -0.0612
C -2.4310 -1.9794 0.6266 0.8489 -0.5357 0.5416
N -2.0897 -0.9716 -0.2241 -0.2834 -0.2018 0.3106
Sb -1.0045 -3.0027 1.9586 0.2077 0.5630 -0.2421
C -0.3754 -1.1622 2.9779 -0.3712 -1.0209 -0.7103
C -0.3821 -1.2682 4.3595 0.0410 0.1439 -0.2475
C -0.0146 -0.1762 5.1389 0.0056 0.0328 -0.2280
C 0.3422 0.9833 4.4735 -0.1351 -0.3918 -0.2200
C 0.3353 1.0338 3.0834 0.1709 0.5492 -0.3576
C 0.7333 2.3188 2.4312 0.0975 0.2076 0.3478
N -0.0216 -0.0366 2.2976 -0.0265 -0.1225 0.0520
C 0.7448 -3.0161 0.6207 -1.0251 0.2182 0.5138
C 1.4810 -4.1819 0.7389 -0.0991 0.1150 0.0265
C 2.5745 -4.4021 -0.0914 -0.1457 0.3003 -0.0875
C 2.8511 -3.4246 -1.0256 -0.3077 -0.0373 0.2555
C 2.1091 -2.2444 -1.0749 -0.1738 0.4069 -0.1570
C 2.5735 -1.2527 -2.0966 0.1676 0.4111 -0.0257
N 1.0355 -2.0124 -0.2556 0.1125 -0.4068 0.3506
H -3.6358 1.3971 -1.7515 0.1031 -0.0183 -0.0909
H -1.9116 1.0693 -2.0072 -0.6071 -0.1737 -0.1506
H -3.1594 0.2790 -3.0068 0.0667 0.0171 -0.0021
H -5.1301 -0.6459 -1.6667 -0.0322 0.1157 -0.0488
H -5.7286 -2.4373 -0.0449 -0.0025 -0.0221 -0.0005
H -3.9010 -3.3129 1.4310 0.0042 -0.0039 -0.0179
H -0.6754 -2.2026 4.8277 0.0256 0.0937 -0.0703
H -0.0080 -0.2262 6.2208 -0.0096 -0.0169 -0.0085
H 0.6285 1.8620 5.0329 0.0362 0.0721 -0.0902
H 1.0191 3.0441 3.1945 -0.0390 -0.1005 -0.0673
H 1.6087 2.1754 1.7941 -0.2314 0.1554 0.1094
H -0.1111 2.7519 1.8897 0.2588 -0.0160 0.0735
H 1.1971 -4.9241 1.4774 0.0036 0.0370 -0.0717
H 3.1757 -5.2974 -0.0168 0.0002 -0.0661 -0.0063
H 3.6574 -3.5580 -1.7319 0.0983 0.1020 -0.0153
H 3.6482 -1.1065 -1.9618 -0.0824 0.0589 -0.0780
H 2.4430 -1.6683 -3.0987 -0.0296 0.0542 -0.0102
H 2.0884 -0.2727 -2.0492 0.3304 -0.4623 -0.1792
O 2.0531 6.0646 -0.8408 0.4299 0.4203 -0.0595
C 1.5743 4.8717 -0.7549 -0.6002 -0.8490 0.0500
C 0.1911 4.5651 -0.6310 -0.1237 -0.3205 -0.1169
C -0.1924 3.2462 -0.5543 0.0196 -0.8215 0.0832
N 0.6838 2.2215 -0.6322 0.1000 0.1574 0.5537
C 2.0085 2.5054 -0.6083 -0.4624 -0.6178 0.1342
C 2.4960 3.7848 -0.6837 -0.0817 -0.1263 -0.1383
C 2.7708 1.2362 -0.2348 1.5366 2.0907 -0.9141
O 3.9345 1.0449 -0.3371 -0.9960 -0.1672 0.3129
O 1.8682 0.3591 0.2733 -1.2549 -1.7505 0.3004
C -1.5518 2.6892 -0.1342 0.0372 2.5257 -0.8215
O -2.5931 3.2531 -0.1628 0.7259 -0.7613 0.2399
O -1.3477 1.4279 0.3192 -0.0142 -2.2198 0.2486
H 1.4271 6.8123 -0.8632 -0.0321 -0.2483 0.0304
H -0.5500 5.3482 -0.5478 -0.1192 0.0365 0.0177
H 3.5571 3.9885 -0.6431 0.1153 -0.0559 0.0121
C -0.8292 -2.0619 -3.1370 -0.0600 -0.1828 0.4778
C -0.2891 -0.6762 -3.1163 -0.2147 -0.6560 -1.2804
O -0.0881 -0.1249 -1.9399 0.3164 0.7396 1.6726
C 0.0198 0.0058 -4.3147 0.0970 0.3757 0.7176
C -0.2720 -0.5460 -5.5963 0.0166 -0.0524 -0.0668
C 0.0905 0.1228 -6.7427 -0.0998 -0.1742 0.0656
C 0.7624 1.3445 -6.6610 -0.0665 -0.1261 0.2030
C 1.0421 1.9180 -5.4142 0.0218 0.0645 0.2335
C 0.6692 1.2731 -4.2636 0.0688 0.0903 0.0570
H -0.9402 -2.4551 -2.1240 -0.0123 0.0330 -0.2256
H -0.1783 -2.7222 -3.7126 0.1045 0.0337 0.0282
H -1.7951 -2.0934 -3.6447 -0.0954 0.0804 0.0354
H -0.7892 -1.4879 -5.6849 -0.0443 -0.1286 -0.0096
H -0.1403 -0.2952 -7.7124 -0.0136 -0.0581 -0.0025
H 1.0695 1.8512 -7.5660 -0.0072 0.0345 -0.0538
H 1.5561 2.8654 -5.3721 0.0438 0.0856 0.0227
H 0.8844 1.7012 -3.2906 0.0273 0.0816 -0.1198
```
Forces are in eV/Å.

As for the HOMO energy: -20.27 eV. Its multiplicity is 1. The net charge is +4. The calculated total energy is -61260.313 eV. The value obtained for the lowest unoccupied orbital energy is -14.8 eV. Its HOMO-LUMO gap is 5.5 eV. The value obtained for the energy above the lowest of the compared OMol25 structures with the same formula, charge and spin is 12.4 kcal/mol.

***

The following is a DFT calculation (ωB97M-V/def2-TZVPD) of C33H30AsAuCl2F6INO4PS as an isolated structure.

Structure (XYZ):
```
81
Properties=species:S:1:pos:R:3:forces:R:3
Au -1.2389 -0.3256 -0.7138 0.2561 -0.0024 0.0765
I -0.5462 -0.3497 2.0068 -0.1558 0.0304 -0.0239
C -2.3824 -0.4026 3.0056 0.0852 0.0176 0.0015
C -2.1765 -0.2683 4.3952 -0.0085 -0.0120 -0.0197
C -3.1863 0.1246 5.2385 -0.0129 0.0047 0.0081
C -4.4375 0.4173 4.6956 0.0009 -0.0030 -0.0151
C -4.7019 0.2190 3.3345 0.0043 0.0098 0.0163
C -5.9900 0.5203 2.8566 -0.0137 0.0041 -0.0094
C -6.3261 0.2755 1.5400 -0.0003 -0.0076 -0.0002
C -5.3974 -0.3294 0.7137 -0.0280 -0.0012 0.0191
C -4.0955 -0.6318 1.1395 0.0392 -0.0181 0.0319
P -3.0675 -1.5601 -0.0664 -0.0271 -0.0253 0.0027
C -4.1646 -2.1378 -1.3652 0.0344 0.0075 0.0006
C -4.8819 -3.3260 -1.1971 0.0284 0.0155 -0.0137
C -5.7454 -3.7461 -2.1931 -0.0083 0.0036 -0.0391
C -5.8874 -2.9953 -3.3553 -0.0047 -0.0341 0.0189
C -5.1675 -1.8226 -3.5256 0.0279 0.0227 0.0118
C -4.3047 -1.3883 -2.5304 -0.0406 0.0625 -0.0136
C -2.5178 -3.0355 0.8200 0.0107 0.0314 -0.0006
C -3.2073 -3.5489 1.9164 -0.0272 0.0075 0.0106
C -2.7774 -4.7242 2.5147 0.0046 -0.0068 0.0062
C -1.6656 -5.3908 2.0194 0.0001 0.0055 -0.0009
C -0.9804 -4.8860 0.9219 -0.0025 0.0058 0.0018
C -1.4023 -3.7094 0.3246 0.0019 -0.0167 0.0014
C -3.6942 -0.2886 2.4519 0.0157 0.0168 -0.0568
H -1.1830 -0.4255 4.7963 0.0005 -0.0049 -0.0013
H -3.0023 0.2487 6.2964 0.0003 0.0017 0.0002
H -5.2318 0.7867 5.3321 -0.0002 0.0016 -0.0017
H -6.7122 0.9499 3.5394 0.0021 0.0036 -0.0025
H -7.3062 0.5280 1.1612 -0.0023 -0.0064 0.0059
H -5.6841 -0.5685 -0.3000 0.0134 -0.0071 0.0006
H -4.7596 -3.9272 -0.3057 0.0014 0.0047 0.0143
H -6.3016 -4.6654 -2.0696 0.0006 0.0003 0.0032
H -6.5589 -3.3341 -4.1331 0.0005 0.0046 -0.0008
H -5.2703 -1.2422 -4.4323 -0.0064 0.0054 -0.0003
H -3.7613 -0.4626 -2.6555 0.0049 0.0392 -0.0081
H -4.0844 -3.0448 2.3045 0.0066 -0.0144 -0.0129
H -3.3167 -5.1235 3.3632 -0.0001 -0.0010 -0.0014
H -1.3346 -6.3083 2.4870 0.0001 -0.0012 -0.0012
H -0.1171 -5.4081 0.5325 0.0021 0.0013 0.0001
H -0.8624 -3.3164 -0.5301 0.0001 -0.0035 -0.0002
C 11.3339 2.2006 0.5481 -0.0120 -0.0015 -0.0013
C 9.9803 2.2004 -0.0361 0.0257 0.0052 0.0080
C 9.2219 0.9981 -0.1342 -0.0109 -0.0172 -0.0031
C 7.9704 1.0143 -0.6689 0.0214 0.0115 0.0147
C 7.4354 2.2450 -1.1295 0.0150 -0.0238 0.0053
C 8.1687 3.4549 -1.0442 0.0236 0.0009 0.0080
C 9.4173 3.4278 -0.5077 -0.0005 0.0059 0.0013
S 5.8207 2.2672 -1.8639 -0.0852 -0.0033 -0.0111
O 5.8008 3.4151 -2.7059 0.0018 0.0151 0.0026
O 5.5492 0.9421 -2.3122 0.0285 0.0034 -0.0074
N 4.9191 2.5513 -0.5475 -0.0067 0.0083 0.0040
C 3.9100 1.5950 -0.0576 0.0280 0.0391 -0.0042
C 2.6237 1.6957 -0.8663 -0.0124 0.0207 0.0480
C 1.5335 0.7710 -0.3617 -0.0218 0.0659 0.1105
O 1.6224 0.2658 0.7673 0.0276 -0.0780 -0.0745
O 0.5625 0.6353 -1.1771 -0.0596 -0.0157 -0.0897
H 11.7014 1.2030 0.7690 -0.0008 -0.0013 -0.0007
H 11.3227 2.7899 1.4742 -0.0010 0.0013 -0.0001
H 12.0323 2.7202 -0.1148 0.0000 -0.0012 -0.0036
H 9.6639 0.0736 0.2127 -0.0015 -0.0010 -0.0005
H 7.3823 0.1131 -0.7775 0.0026 -0.0017 0.0003
H 7.7352 4.3656 -1.4347 -0.0086 -0.0057 0.0005
H 10.0102 4.3310 -0.4412 -0.0002 0.0001 -0.0018
H 4.7153 3.5352 -0.4118 -0.0020 0.0031 -0.0237
H 3.7341 1.8245 0.9907 -0.0138 -0.0254 0.0070
H 4.3312 0.5941 -0.1149 0.0092 0.0033 -0.0198
H 2.7999 1.4987 -1.9231 0.0212 -0.0402 0.0009
H 2.2111 2.7069 -0.7956 0.0032 0.0061 -0.0380
F -1.8429 2.0312 -1.6090 -0.0711 0.1315 0.0227
As -3.1276 2.7515 -0.6135 0.1990 -0.0145 0.0199
F -4.0196 1.2616 -0.9152 -0.0644 -0.0712 -0.0797
F -3.8251 3.4571 -1.9998 -0.0275 0.0152 -0.0011
F -4.3797 3.2893 0.4301 -0.0415 -0.0169 -0.0098
F -2.1365 4.1097 -0.3055 -0.0075 0.0120 -0.0053
F -2.3791 1.9172 0.7599 -0.0481 -0.0416 -0.0038
Cl -2.8400 1.3481 -4.6971 -0.0382 -0.0409 0.0224
C -1.1713 0.9876 -4.3242 0.0610 0.0406 0.0742
Cl -0.9766 -0.6085 -3.5132 -0.1358 -0.1453 0.0107
H -0.7814 1.7307 -3.6401 -0.0084 0.0046 0.0067
H -0.6007 0.9125 -5.2418 0.0085 0.0105 0.0030
```
Forces are in eV/Å.

As for the HOMO energy (alpha / beta): -13.12 / -13.71 eV. Its multiplicity is 4. The net charge is +2. The calculated total energy is -178479.394 eV. The value obtained for the lowest unoccupied orbital energy (alpha / beta) is -5.7 / -9.3 eV. Its HOMO-LUMO gap (alpha / beta) is 7.4 / 4.4 eV. The value obtained for the energy above the lowest of the compared OMol25 structures with the same formula, charge and spin is 0.0 kcal/mol.

***

The following is a DFT calculation (ωB97M-V/def2-TZVPD) of C33H30BCl2N6O4S3Sr as an isolated structure in a non-equilibrium geometry.

Structure (XYZ):
```
80
Properties=species:S:1:pos:R:3:forces:R:3
Sr 0.3676 -0.5397 0.4759 0.9915 0.8405 0.8712
O -3.5736 -0.0983 -1.5788 -0.2021 0.1449 0.1921
C -2.2625 -0.1645 -1.4019 -0.1135 -0.3256 0.0120
O -1.6544 0.3867 -0.5067 -0.3474 0.0618 -0.3619
C -1.6528 -1.3246 -2.1456 -0.1526 -0.0856 0.0796
C -2.2856 -1.9737 -3.2011 0.0788 0.0358 -0.1178
C -1.7123 -3.1313 -3.6820 -0.0293 0.0102 -0.0148
C -0.5645 -3.6344 -3.0744 0.0327 -0.0005 0.0114
C -0.0190 -2.9328 -2.0140 0.0210 0.0006 -0.0858
N -0.5484 -1.7894 -1.5864 -0.2170 -0.2641 -0.1961
C 1.1567 -3.3876 -1.1755 -0.0347 -0.0776 0.0351
O 1.7401 -4.5475 -1.5052 0.0463 0.0269 -0.0231
O 1.5441 -2.7659 -0.2254 -0.0632 -0.1984 -0.1746
H -3.8793 0.7146 -1.1105 0.0278 -0.1025 -0.0225
H -3.1899 -1.5576 -3.6191 0.0093 0.0128 0.0015
H -2.1616 -3.6623 -4.5106 0.0010 -0.0005 0.0011
H -0.1449 -4.5642 -3.4376 0.0052 0.0018 0.0056
H 1.3350 -4.9293 -2.2912 0.0054 0.0043 0.0025
C 0.8303 1.4235 -4.6239 -0.0038 0.0248 0.0016
N 0.6101 2.2259 -3.4445 -0.0123 0.0073 0.0479
C 1.5600 3.0012 -2.8098 -0.0025 0.0601 -0.0383
C 0.9252 3.6152 -1.7903 0.0067 -0.0841 -0.0050
N -0.4048 3.2442 -1.8051 0.1188 0.0363 0.1414
B -1.4289 4.0362 -0.8955 0.0250 -0.0277 -0.2006
N -2.4085 3.1192 -0.1160 -0.0916 0.1266 0.1395
C -3.7137 2.9154 -0.4904 -0.0411 -0.0120 0.0025
C -4.3429 2.2181 0.4877 0.0046 0.0225 0.0109
N -3.4027 2.0092 1.4793 -0.0017 0.0037 -0.0128
C -3.6034 1.2878 2.7186 -0.0009 0.0528 0.0198
C -2.2168 2.5565 1.1012 -0.0507 -0.2334 0.0293
S -0.8046 2.4458 2.0290 0.1764 0.0302 -0.1545
C -0.5908 2.3924 -2.8293 -0.0648 0.1207 -0.1919
S -2.0377 1.6675 -3.3971 0.1954 0.1533 -0.0788
H 1.9041 1.3128 -4.7638 -0.0089 0.0033 -0.0048
H 0.3849 1.8955 -5.5009 -0.0090 0.0022 0.0028
H 0.3741 0.4446 -4.4926 0.0066 -0.0088 -0.0113
H 2.5936 2.9988 -3.1104 -0.0499 0.0294 -0.0031
H 1.3086 4.2585 -1.0206 0.0013 -0.0025 0.0121
H -2.0990 4.7529 -1.6100 -0.0276 -0.0619 -0.0128
H -0.7620 4.6492 -0.1065 -0.0213 0.0581 -0.0297
H -4.0820 3.2946 -1.4272 0.0043 0.0125 0.0099
H -5.3689 1.9109 0.5956 0.0057 -0.0063 0.0024
H -4.6552 1.0147 2.7901 0.0062 -0.0170 -0.0025
H -3.3228 1.9204 3.5596 -0.0184 0.0056 0.0019
H -2.9879 0.3907 2.7428 0.0123 -0.0147 0.0006
N 1.2719 -0.0156 2.9988 -0.1446 -0.0246 0.0082
C 1.5819 -1.1441 3.7802 0.0493 -0.0133 -0.0306
C 2.9011 -1.3265 4.1926 0.0089 0.0061 -0.0043
C 3.2754 -2.4330 4.9355 -0.0079 -0.0039 0.0003
C 2.3227 -3.3772 5.2850 0.0013 0.0022 0.0011
C 1.0127 -3.1996 4.8656 -0.0006 0.0018 -0.0002
C 0.6076 -2.1031 4.1048 -0.0055 -0.0022 0.0076
C -0.8123 -2.0446 3.6347 0.0113 -0.0117 -0.0129
C -1.8106 -2.3258 4.5724 -0.0008 0.0042 0.0055
C -3.1341 -2.4728 4.1789 0.0026 0.0011 0.0084
C -3.4513 -2.3425 2.8354 -0.0027 -0.0025 -0.0133
C -2.4488 -2.0096 1.9266 -0.0076 -0.0123 0.0347
C -1.0971 -1.8257 2.2681 -0.1094 -0.1031 -0.0642
H 2.0055 0.6816 2.9949 -0.0371 0.0376 0.0067
H 0.3693 0.4076 3.1998 0.0012 -0.0251 0.0361
H 3.6381 -0.5798 3.9176 -0.0001 0.0005 -0.0004
H 4.3084 -2.5520 5.2383 0.0008 0.0005 0.0011
H 2.5962 -4.2515 5.8625 0.0020 0.0011 0.0007
H 0.2691 -3.9513 5.1031 0.0005 0.0007 0.0004
H -1.5499 -2.4358 5.6208 0.0005 -0.0032 0.0000
H -3.9015 -2.6926 4.9123 0.0002 -0.0014 0.0002
H -4.4765 -2.4747 2.5016 -0.0003 0.0011 0.0006
H -2.7628 -1.8753 0.8887 0.0033 -0.0011 0.0031
Cl 2.3702 -0.5404 -2.3025 -0.0296 0.0108 0.0038
C 3.6335 0.6662 -2.2508 0.0447 -0.0636 0.0574
C 4.4116 0.7837 -3.3880 -0.0085 -0.0138 0.0009
C 5.4073 1.7449 -3.4410 -0.0014 0.0083 -0.0059
C 5.5996 2.5644 -2.3379 -0.0046 -0.0008 -0.0064
C 4.8126 2.4163 -1.2110 -0.0144 -0.0017 0.0048
Cl 5.1237 3.5017 0.1113 0.0034 -0.0063 -0.0046
C 3.7766 1.4578 -1.0928 0.0122 -0.0065 0.0075
S 2.7819 1.3448 0.3035 0.0138 -0.1434 0.0667
H 4.2269 0.1228 -4.2248 0.0052 -0.0021 -0.0029
H 6.0238 1.8528 -4.3231 -0.0025 0.0015 0.0014
H 6.3642 3.3293 -2.3415 -0.0018 -0.0007 -0.0035
```
Forces are in eV/Å.

As for the HOMO energy: -4.55 eV. Its multiplicity is 1. The net charge is -1. The calculated total energy is -110909.624 eV. The value obtained for the lowest unoccupied orbital energy is 1.2 eV. Its HOMO-LUMO gap is 5.8 eV. The value obtained for the energy above the lowest of the compared OMol25 structures with the same formula, charge and spin is 29.3 kcal/mol.